# 1
39
Properties=species:S:1:pos:R:3 method="wB97M-V/def2-TZVPD" e_homo_ha="0.015 / -0.293" max_force_ev_per_a=1.4 orbital_gap_ev="2.2670 / 10.7872" spin_multiplicity=2 charge=-1 de_lowest_kj_mol=32.6 s2=0.751
O 3.064 0.337 1.726
H 3.973 0.082 1.884
O -0.221 -0.367 0.278
H 2.499 0.317 -2.048
H -1.252 -1.668 -2.996
H -3.399 -0.263 0.269
H 1.481 -0.659 2.546
H 2.473 1.810 -2.301
H -0.656 -1.585 -1.607
O -1.793 -2.302 1.473
H -1.678 -1.920 2.343
O -3.558 -0.777 -0.523
O 0.465 2.801 -2.233
O -2.693 3.660 0.733
H -0.224 2.331 -1.763
H 2.805 -0.161 0.951
H 0.398 2.480 2.041
H -3.844 -1.632 -0.201
O -0.896 -2.210 -2.291
O 0.145 2.383 1.123
H 1.212 -4.107 0.799
H -1.451 -1.639 0.873
O -1.904 1.309 -1.300
H -2.714 1.759 -1.541
H 1.769 -0.890 4.014
H 1.757 -2.198 -0.365
H -2.132 0.380 -1.315
O 2.398 -1.487 -0.350
O 0.741 -3.482 0.247
O 2.764 0.982 -2.684
H -1.924 3.112 0.576
H 0.693 3.013 0.655
O 1.202 -1.180 3.299
H -0.607 0.484 0.487
H 0.068 -3.115 0.820
H 3.224 -1.904 -0.598
H 0.722 -0.204 0.255
H -3.105 3.747 -0.127
H 0.197 2.764 -3.151


# 2
10
Properties=species:S:1:pos:R:3 method="wB97M-V/def2-TZVPD" e_homo_ha=-0.324 max_force_ev_per_a=5.8 orbital_gap_ev=7.8427 spin_multiplicity=1 de_lowest_kj_mol=214.0
I 0.211 -0.078 2.611
H 0.929 -1.429 -1.623
H -2.493 2.559 -0.929
H 0.893 -2.184 0.095
H 1.804 0.360 0.579
C 0.733 0.418 0.566
P -0.191 1.535 -0.505
H -0.476 -1.507 -0.535
C 0.572 -1.518 -0.569
P -1.982 1.844 0.310


# 3
8
Properties=species:S:1:pos:R:3 method="wB97M-V/def2-TZVPD" e_homo_ha=-0.394 max_force_ev_per_a=4.1 orbital_gap_ev=10.7031 spin_multiplicity=1 de_lowest_kj_mol=654.6
O -1.428 -2.174 -0.990
C -1.254 1.539 0.169
H 3.914 1.156 -0.280
O -1.128 2.559 -0.273
O -1.452 -1.885 1.405
N -1.588 -1.502 0.299
H 4.637 1.032 0.305
N -1.701 -0.724 -0.635